Molecular formula: C22H24N2O5
Method: DFT, ωB97M-V/def2-TZVPD

The charge is 0. As for the gap between HOMO and LUMO: 0.25776 Ha. The calculation puts the relative energy (zero: lowest compared OMol25 entry of this formula, charge and spin) at 598.5 kcal per mole.

Last column: Löwdin charge in e.
Cartesian coordinates (Å):
C1 -5.726 -0.358 1.255  -0.04
C2 -5.689 0.026 -0.303  -0.12
C3 -5.319 1.595 -0.537  -0.27
H1 -5.529 1.736 -1.594  0.14
H2 -6.081 1.976 -0.049  0.08
O1 -4.198 1.692 -0.046  0.07
C4 -3.258 1.374 -0.810  -0.29
O2 -3.397 1.095 -2.211  -0.06
C5 -1.876 1.814 -0.530  -0.02
C6 -0.676 1.506 -1.254  0.03
C7 0.502 1.994 -0.766  -0.04
C8 0.643 2.373 0.405  -0.26
C9 -0.338 2.346 1.207  -0.09
C10 -1.611 2.374 0.891  0.04
H3 -2.497 2.459 1.356  0.07
H4 -0.263 2.877 2.442  0.23
O3 2.000 2.385 1.109  0.05
C11 3.062 2.096 0.474  -0.28
C12 4.204 3.120 -0.078  -0.26
N1 5.011 2.284 -0.479  0.04
N2 4.661 0.939 -0.683  0.10
C13 3.409 0.942 0.172  -0.22
C14 2.832 -0.310 0.235  -0.09
C15 1.768 -0.532 1.307  -0.02
C16 1.119 -1.582 0.999  -0.07
C17 1.478 -2.799 0.372  -0.21
C18 2.427 -2.882 -0.549  0.15
C19 3.188 -1.357 -0.676  -0.26
O4 4.063 -1.520 -1.444  0.15
H5 4.652 -0.672 -1.390  0.14
H6 2.699 -3.387 -1.266  0.02
O5 0.596 -3.951 0.421  -0.05
C20 0.869 -5.001 -0.277  -0.30
C21 -0.198 -6.235 0.063  0.05
H7 -0.079 -7.051 -0.539  0.04
H8 -1.142 -5.520 -0.004  0.13
H9 -0.016 -6.384 0.954  -0.04
H10 0.703 -4.728 -1.081  0.00
H11 1.842 -5.380 -0.150  0.12
H12 0.230 -1.740 2.075  0.21
H13 1.699 0.145 1.980  0.06
H14 5.781 2.599 -0.754  0.08
C22 4.119 4.443 0.147  -0.02
H15 3.261 4.734 0.600  0.04
H16 4.248 5.012 -0.930  0.16
H17 5.223 4.686 0.734  0.18
H18 1.494 1.501 -1.381  0.22
H19 -0.744 1.026 -2.204  0.11
H20 -6.822 -0.032 -0.792  0.17
H21 -5.283 -0.513 -0.832  -0.06
H22 -5.981 -1.365 1.244  0.04
H23 -6.466 0.265 1.701  0.06
H24 -4.592 -0.113 1.466  0.12

Molecular formula: C2H4N4O2
Method: DFT, ωB97M-V/def2-TZVPD

The charge is 0. As for the gap between HOMO and LUMO: 0.31128 Ha. The calculation puts the relative energy (zero: lowest compared OMol25 entry of this formula, charge and spin) at 191.6 kcal per mole.

Last column: Löwdin charge in e.
Cartesian coordinates (Å):
C1 -0.247 -0.136 -0.472  -0.29
C2 0.908 1.617 -0.789  -0.21
H1 -1.907 -2.772 -0.844  0.20
H2 -2.321 -1.308 0.984  0.19
H3 1.303 2.655 -1.120  0.16
H4 0.842 -1.209 2.288  0.20
N1 -1.369 -1.787 0.146  -0.13
N2 -1.293 -0.796 -0.714  -0.13
N3 1.330 1.170 0.427  0.11
N4 0.632 0.018 0.629  -0.20
O1 0.103 0.862 -1.479  0.09
O2 0.274 -0.423 1.834  -0.02

Molecular formula: C23H15ClN2O5
Method: DFT, ωB97M-V/def2-TZVPD

As for the SMILES: Cc1cc(N2C(=O)C(O)=C(C(=O)c3cc4ccccc4o3)[C@H]2c2cccc(Cl)c2)no1. The charge is 0. As for the gap between HOMO and LUMO: 0.30607 Ha.

Last column: Löwdin charge in e.
Cartesian coordinates (Å):
C1 5.719 2.259 -1.227  0.00
C2 4.849 1.242 -0.589  -0.31
C3 3.671 0.670 -0.973  0.06
C4 3.376 -0.227 0.093  -0.27
N1 4.307 -0.175 1.014  0.14
O1 5.220 0.733 0.595  0.02
N2 2.277 -1.051 0.179  0.07
C5 1.972 -1.898 1.214  -0.35
O2 2.584 -2.114 2.232  0.13
C6 0.678 -2.539 0.848  -0.18
C7 0.276 -2.097 -0.350  -0.01
C8 -0.969 -2.364 -1.124  -0.28
O3 -1.012 -3.077 -2.102  0.14
C9 -2.108 -1.586 -0.648  -0.16
C10 -3.355 -1.435 -1.198  0.10
C11 -4.021 -0.461 -0.409  -0.15
C12 -5.280 0.144 -0.440  -0.02
C13 -5.565 1.092 0.515  -0.09
C14 -4.631 1.446 1.496  -0.07
C15 -3.384 0.861 1.554  0.00
C16 -3.091 -0.093 0.590  -0.20
O4 -1.942 -0.778 0.439  0.10
H1 -2.662 1.127 2.308  0.11
H2 -4.897 2.195 2.226  0.11
H3 -6.528 1.579 0.514  0.10
H4 -6.000 -0.129 -1.195  0.11
H5 -3.727 -1.956 -2.056  0.13
C17 1.261 -1.063 -0.852  -0.15
C18 0.517 0.247 -1.001  -0.18
C19 -0.122 0.537 -2.200  -0.03
C20 -0.913 1.666 -2.310  -0.06
C21 -1.073 2.519 -1.232  -0.10
C22 -0.423 2.229 -0.043  -0.66
C23 0.366 1.098 0.084  -0.04
H6 0.845 0.878 1.026  0.13
Cl1 -0.617 3.280 1.311  0.70
H7 -1.696 3.396 -1.308  0.11
H8 -1.416 1.881 -3.241  0.11
H9 -0.014 -0.133 -3.040  0.12
H10 1.691 -1.365 -1.816  0.18
O5 0.124 -3.423 1.683  0.13
H11 0.728 -3.517 2.440  0.13
H12 3.101 0.858 -1.856  0.11
H13 6.695 1.829 -1.448  0.09
H14 5.263 2.611 -2.147  0.09
H15 5.869 3.098 -0.550  0.09

Molecular formula: C2H9N4O
Method: DFT, ωB97M-V/def2-TZVPD

The charge is +1. As for the gap between HOMO and LUMO: 0.37611 Ha. The calculation puts the relative energy (zero: lowest compared OMol25 entry of this formula, charge and spin) at 30.9 kcal per mole.

Last column: Löwdin charge in e.
Cartesian coordinates (Å):
C1 -1.126 0.751 0.073  -0.57
C2 1.628 -0.653 0.122  -0.27
N1 -2.449 0.998 0.209  0.16
N2 -0.391 1.763 -0.436  0.17
N3 1.732 -1.928 0.451  0.18
N4 -0.564 -0.370 0.401  0.09
O1 1.766 -0.224 -1.093  0.13
H1 1.775 0.085 0.898  0.16
H2 -2.845 1.829 -0.199  0.11
H3 -3.088 0.248 0.409  0.11
H4 -0.803 2.676 -0.504  0.12
H5 0.609 1.701 -0.473  0.09
H6 1.648 -2.206 1.417  0.14
H7 1.603 -2.662 -0.233  0.14
H8 -1.174 -1.099 0.734  0.08
H9 1.678 -0.909 -1.776  0.16

Molecular formula: C5H9O7
Method: DFT, ωB97M-V/def2-TZVPD

The charge is 0. As for the gap between HOMO and LUMO (spin up / spin down): 0.37991 / 0.32197 Ha. The calculation puts the relative energy (zero: lowest compared OMol25 entry of this formula, charge and spin) at 59.8 kcal per mole. Its spin multiplicity is 2.

Last column: Löwdin spin population.
Cartesian coordinates (Å):
H1 2.243 -2.943 -1.888  0.00
O1 1.546 -2.577 -1.299  0.00
O2 1.847 -1.111 -1.374  0.00
C1 0.616 -0.481 -1.692  0.00
C2 -0.295 -0.275 -0.481  0.01
C3 -0.077 0.900 0.576  0.00
C4 -1.411 1.429 1.056  0.00
C5 1.017 1.920 0.147  0.01
O3 1.806 1.813 -0.764  0.01
O4 0.678 0.362 1.714  0.29
O5 0.130 0.613 2.930  0.69
H2 -1.450 -2.611 1.336  0.00
O6 -0.276 -1.588 0.078  0.00
O7 -1.636 -1.900 0.660  0.00
H3 0.861 0.471 -2.205  0.00
H4 0.005 -1.119 -2.357  0.00
H5 -1.310 -0.268 -0.860  0.00
H6 -1.773 2.073 0.247  0.00
H7 -2.129 0.599 1.225  0.00
H8 -1.396 1.940 2.035  0.00
H9 1.006 2.753 0.916  0.00

Molecular formula: C5H16N
Method: DFT, ωB97M-V/def2-TZVPD

The charge is +2. As for the gap between HOMO and LUMO (spin up / spin down): 0.47038 / 0.20277 Ha. The calculation puts the relative energy (zero: lowest compared OMol25 entry of this formula, charge and spin) at 51.8 kcal per mole. Its spin multiplicity is 2.

Last column: Löwdin spin population.
Cartesian coordinates (Å):
C1 -1.689 -1.821 0.155  0.34
C2 -1.490 -0.942 1.494  0.18
C3 -0.810 -2.301 -1.069  0.15
H1 -1.966 -2.729 0.638  0.15
H2 -2.651 -1.585 -0.304  0.01
H3 -1.686 0.144 1.357  0.04
H4 -0.117 -1.666 -1.283  0.06
H5 -0.190 -3.243 -0.878  0.02
H6 -1.486 -2.352 -1.975  0.00
H7 -2.232 -1.246 2.310  0.02
H8 -0.428 -1.161 1.820  0.02
C4 1.889 1.781 -0.230  0.00
C5 0.851 2.287 -1.298  0.00
N1 1.197 0.915 0.824  0.00
H9 2.691 1.088 -0.559  0.00
H10 2.242 2.813 0.136  0.00
H11 0.565 1.555 -2.039  0.00
H12 1.508 2.949 -1.835  0.00
H13 1.334 1.356 1.746  0.00
H14 0.165 0.942 0.718  0.00
H15 1.433 -0.113 0.913  0.00
H16 -0.061 2.827 -0.842  0.00